Entry from the OMol25 dataset: 2 unconnected molecules or ions with the total composition C4H4N4O in a non-equilibrium geometry (wB97M-V/def2-TZVPD).

```
13
C4H4N4O wB97M-V/def2-TZVPD
C 1.97428 -0.32000 -0.11478
C 0.89193 1.32815 -0.98224
C 0.66199 -0.77730 -0.32206
C -0.34296 -1.74853 -0.26016
N 2.06733 0.95711 -0.52497
N -1.45882 -1.21526 -0.79576
N 0.01095 0.29694 -0.89461
N -1.24903 -0.02614 -1.20568
O -2.08944 1.85832 0.34925
H 2.82160 -0.84340 0.28035
H 0.64085 2.30416 -1.34541
H -0.31256 -2.75659 0.09979
H -2.98661 1.60321 0.57663
```

Values from the calculation:
Frontier orbital gap (spin up / spin down) in eV: 8.21 / 6.92
Spin multiplicity: 1
Charge: 0
M in g mol⁻¹: 124.10
Lowest unoccupied orbital energy (spin up / spin down) in Ha: -0.074 / -0.064
Energy in Ha: -448.91253